1.
Entry from the OMol25 dataset: a gas-phase ion, C11H12N (charge +1) at a distorted geometry (ωB97M-V/def2-TZVPD).

Properties
LUMO level in eV: -4.362
HOMO in hartree: -0.45117
Energy above the lowest of the compared OMol25 structures with the same formula, charge and spin in eV: 3.306
Calculated total energy in hartree: -480.72622
SMILES string: [NH2+]=C1C=CC[C@H]1c1ccccc1
Total charge: +1

Positions of all 24 atoms, in Å:
N  -2.19688  -1.79758  -0.34348
C  -1.46061  -0.88215  0.11578
C  -1.66446  -0.17065  1.35545
C  -2.05097  1.03128  0.89531
C  -1.48141  1.41237  -0.44564
C  -0.73561  0.02703  -0.90971
C  0.72334  0.19567  -0.80468
C  1.51019  1.24021  -0.48123
C  2.50024  1.09277  0.52581
C  2.91106  -0.22462  0.81862
C  2.41318  -1.22553  0.05863
C  1.29212  -1.07928  -0.68767
H  -2.92474  -1.85735  0.38612
H  -2.22195  -2.52487  -1.01273
H  -1.70383  -0.52457  2.42686
H  -2.75081  1.79370  1.33893
H  -2.16088  1.86840  -1.23805
H  -0.73201  2.17640  -0.22187
H  -1.10032  -0.37615  -1.81152
H  1.37050  2.22483  -1.01925
H  3.02946  2.08202  0.71456
H  3.77847  -0.33215  1.57079
H  2.76448  -2.29731  0.03437
H  0.89144  -1.85248  -1.26538

=====

2.
Entry from the OMol25 dataset: 2 unconnected molecules or ions with the total composition C11H12N2O4P at a distorted geometry (ωB97M-V/def2-TZVPD).

Properties
LUMO level in eV: -5.722
HOMO in hartree: -0.43781
Energy above the lowest of the compared OMol25 structures with the same formula, charge and spin in eV: 9.990
Calculated total energy in hartree: -1177.62003
Total charge: +1

Positions of all 30 atoms, in Å:
O  -4.12023  0.38518  2.99797
C  -4.19140  0.36227  1.63801
O  -4.88498  1.40544  0.85105
C  -3.43328  -0.90995  0.91243
C  -4.25162  -2.33316  0.86460
C  -3.47129  -3.60538  0.13850
N  -2.06635  -3.50014  -0.41611
C  -1.25370  -2.22134  -0.38525
P  0.52690  -2.15609  -1.07221
O  0.98191  -0.57199  -1.63443
O  0.85141  -3.41021  -2.23727
C  -1.92215  -0.83942  0.27782
H  -4.76593  1.16901  -0.11566
H  -5.32614  -2.49596  1.29796
H  -4.03994  -4.64255  0.05160
H  -1.61451  -4.35357  -0.85581
H  1.29672  -0.06435  -0.80519
H  0.18397  -4.16685  -2.17906
H  -1.33230  0.17544  0.29812
N  2.34518  2.44559  0.12254
C  3.05878  2.30750  -1.01635
C  4.39013  2.67121  -1.14040
C  5.03032  3.21367  -0.03118
C  4.32143  3.37020  1.15545
C  2.99411  2.97349  1.18305
H  2.51420  1.88269  -1.85457
H  4.91497  2.53525  -2.07919
H  6.07303  3.51179  -0.09069
H  4.79144  3.79026  2.03743
H  2.39932  3.07196  2.08684

=====

3.
Entry from the OMol25 dataset: C11H12N4OS2 in the gas phase at a distorted geometry (ωB97M-V/def2-TZVPD).

Properties
LUMO level in eV: -0.019
HOMO in hartree: -0.30903
Calculated total energy in hartree: -1516.65550
SMILES string: Cc1cc(C)nc(SCC(=O)Nc2nccs2)n1

Positions of all 30 atoms, in Å:
C  2.83499  -3.34948  2.90260
C  2.07234  -2.34339  1.93087
C  2.20724  -2.67344  0.75339
C  1.52671  -1.72439  -0.07716
C  1.75121  -1.65760  -1.66121
N  0.75578  -0.63587  0.53045
C  0.61868  -0.73998  1.70325
S  -0.45336  0.47431  2.60412
C  -1.09361  1.06761  0.82699
C  -2.03159  2.21693  1.29323
O  -2.54816  2.25652  2.44216
N  -2.79722  2.85351  0.33298
C  -2.55520  2.70340  -1.08576
N  -3.14500  3.62585  -2.06817
C  -2.90300  3.23375  -3.26508
C  -1.82440  2.42898  -3.43650
S  -1.39590  1.47821  -2.02301
N  1.27887  -1.48226  2.37774
H  2.72860  -3.06978  3.79526
H  2.63605  -4.48939  2.81021
H  3.91102  -3.21069  2.79348
H  3.11284  -3.18089  0.16521
H  2.63493  -1.46198  -1.96662
H  1.41422  -2.75654  -2.20894
H  1.16901  -0.92934  -2.10135
H  -0.27250  1.61253  0.33991
H  -1.56881  0.37972  0.44626
H  -3.14006  3.61785  0.34842
H  -3.41881  3.76564  -4.00122
H  -1.50487  1.99020  -4.50150

=====

4.
Entry from the OMol25 dataset: a gas-phase ion, C11H12NO (charge +1) (ωB97M-V/def2-TZVPD).

Properties
LUMO level in eV: -4.423
HOMO in hartree: -0.46869
Energy above the lowest of the compared OMol25 structures with the same formula, charge and spin in eV: 0.000
Calculated total energy in hartree: -556.13760
SMILES string: OCCc1ccc2cc[nH+]cc2c1
Total charge: +1

Positions of all 25 atoms, in Å:
O  -1.64006  -0.71689  -2.60209
C  -1.37582  -2.10025  -2.42233
C  -0.10400  -2.26894  -1.54897
C  -0.03060  -1.19441  -0.49859
C  -0.99449  -1.18738  0.53175
C  -0.99775  -0.20840  1.48524
C  -0.02689  0.80145  1.44275
C  0.01756  1.84616  2.39272
C  0.98407  2.80015  2.32180
N  1.91159  2.74845  1.32921
C  1.91716  1.79851  0.40589
C  0.95149  0.79479  0.42547
C  0.93782  -0.23409  -0.55189
H  -2.58427  -0.58971  -2.70286
H  -1.19825  -2.55879  -3.38908
H  -2.20693  -2.58199  -1.91301
H  -0.10609  -3.24880  -1.08598
H  0.74882  -2.17728  -2.21099
H  -1.73828  -1.96448  0.56513
H  -1.75284  -0.23147  2.25371
H  -0.72223  1.87786  3.17339
H  1.04560  3.60929  3.02458
H  2.63228  3.45526  1.28577
H  2.67473  1.79467  -0.35835
H  1.65741  -0.26370  -1.35329

=====

5.
Entry from the OMol25 dataset: 2 unconnected molecules or ions with the total composition C11H12NO2 at a distorted geometry (ωB97M-V/def2-TZVPD).

Properties
LUMO level in eV: 3.497
HOMO in hartree: -0.14895
Energy above the lowest of the compared OMol25 structures with the same formula, charge and spin in eV: 3.167
Calculated total energy in hartree: -631.58136
Total charge: -1

Positions of all 26 atoms, in Å:
C  -1.33791  1.75465  -1.14908
C  -1.05431  -0.15520  0.56528
C  -1.08502  0.38308  -0.84624
C  -0.88566  -1.56997  0.46082
C  -0.94824  -0.66354  -1.69270
C  -0.87449  0.39164  1.85132
C  -1.13402  -0.48522  2.94475
C  -1.44934  -1.85909  2.70799
C  -1.09161  -2.43253  1.52943
N  -0.74072  -1.85372  -0.94678
H  -0.58302  1.35159  1.87452
H  -1.08907  -0.09223  3.94560
H  -1.71291  -2.56705  3.50351
H  -0.94015  2.35714  -0.25708
H  -2.43582  2.02544  -1.47063
H  -0.75269  -0.81307  -2.67637
H  0.19676  -2.19157  -1.03308
H  -1.03823  -3.59281  1.46509
H  -1.00698  2.03230  -2.07978
C  3.00252  1.26177  -1.91105
C  2.72788  1.02646  -0.37412
O  1.70496  1.55533  0.05800
O  3.53767  0.32824  0.23648
H  2.39606  0.53679  -2.55370
H  4.04561  1.09045  -2.04377
H  2.54873  2.18110  -2.10842

=====

6.
Entry from the OMol25 dataset: 2 unconnected molecules or ions with the total composition C11H12NO2 at a distorted geometry (ωB97M-V/def2-TZVPD).

Properties
LUMO level in eV: 2.969
HOMO in hartree: -0.14147
Energy above the lowest of the compared OMol25 structures with the same formula, charge and spin in eV: 2.794
Calculated total energy in hartree: -631.59505
Total charge: -1

Positions of all 26 atoms, in Å:
C  1.14553  3.11782  2.56893
C  0.28226  0.28095  0.29288
C  0.25717  0.88195  1.60563
C  1.05453  2.11885  1.48632
C  1.56867  2.12880  0.21751
C  -0.71129  -0.67497  -0.09666
C  -1.40041  -1.27419  0.93791
C  -1.19807  -1.03569  2.34154
C  -0.36460  0.08407  2.55392
N  1.11620  1.10666  -0.48086
H  -0.84686  -0.86501  -1.03702
H  -2.17748  -1.98829  0.82568
H  1.32282  1.22041  -1.52456
H  -1.76632  -1.56659  3.04628
H  2.22496  2.95859  -0.06557
H  -0.23709  0.20125  3.65848
H  2.15028  3.14952  2.99913
H  0.53558  2.70345  3.32804
H  0.66093  4.11942  2.35384
C  -0.34944  -3.01564  -3.27207
C  -0.74920  -1.61250  -3.86415
O  -1.84843  -1.45350  -4.39957
O  0.19486  -0.77815  -3.97649
H  -1.00540  -3.08603  -2.48134
H  0.71733  -2.89174  -3.08243
H  -0.57653  -3.82945  -3.93537

=====

7.
Entry from the OMol25 dataset: 2 unconnected molecules or ions with the total composition C11H12NO2 at a distorted geometry (ωB97M-V/def2-TZVPD).

Properties
LUMO level in eV: 3.148
HOMO in hartree: -0.14789
Energy above the lowest of the compared OMol25 structures with the same formula, charge and spin in eV: 2.143
Calculated total energy in hartree: -631.61897
Total charge: -1

Positions of all 26 atoms, in Å:
C  -1.16697  3.35305  -0.11291
C  0.73429  0.28351  0.60017
C  -0.41263  1.07105  0.93979
C  -0.18821  2.28701  0.24416
C  0.99411  2.31502  -0.42192
C  0.89148  -1.05573  1.01308
C  -0.03803  -1.60517  1.84419
C  -1.17177  -0.80684  2.04478
C  -1.45561  0.47633  1.67834
N  1.58475  1.14062  -0.16946
H  1.74703  -1.68048  0.57752
H  -0.00762  -2.60738  2.37038
H  2.21016  0.73758  -0.86738
H  -1.95664  -1.33284  2.60585
H  1.47632  3.14777  -0.88472
H  -2.30039  1.08552  1.91663
H  -1.75400  2.91386  -0.95165
H  -0.78035  4.33002  -0.33171
H  -1.86315  3.52037  0.60196
C  -0.00662  -2.21517  -1.96601
C  1.24533  -2.92814  -1.68554
O  1.15489  -4.15303  -1.60800
O  2.25973  -2.24593  -1.48666
H  -0.07461  -1.11860  -1.45774
H  -0.85310  -2.72537  -1.46289
H  -0.26838  -2.18700  -3.03026

=====

8.
Entry from the OMol25 dataset: C11H12O in the gas phase at a distorted geometry (ωB97M-V/def2-TZVPD).

Properties
LUMO level in eV: 0.948
HOMO in hartree: -0.30592
Energy above the lowest of the compared OMol25 structures with the same formula, charge and spin in eV: 2.846
Calculated total energy in hartree: -501.47330
SMILES string: COc1ccc2c(c1)[C@@H]1C[C@@H]1C2

Positions of all 24 atoms, in Å:
C  3.91312  -0.23891  0.59500
O  3.01043  0.16496  -0.37199
C  1.67777  -0.01709  -0.00787
C  1.32513  -0.51146  1.16763
C  -0.03556  -0.95495  1.41975
C  -1.01626  -0.51944  0.55151
C  -0.58930  0.06998  -0.60296
C  0.68461  0.16250  -1.05999
C  -1.73968  0.53933  -1.32740
C  -2.50127  1.60025  -0.58355
C  -2.96315  0.16736  -0.59438
C  -2.52200  -0.63105  0.55448
H  4.19730  0.67703  1.33068
H  4.95684  -0.48942  -0.05716
H  3.51523  -1.24681  1.00445
H  2.15579  -0.71074  1.94144
H  -0.36076  -1.34277  2.30801
H  0.91514  0.51231  -2.00498
H  -1.83748  0.91086  -2.35577
H  -3.08718  2.29655  -1.15984
H  -2.19165  2.10694  0.39983
H  -3.89172  0.08079  -1.12504
H  -2.90899  -0.41635  1.58283
H  -2.94640  -1.69710  0.43814